[1]
ORCA calculation (ωB97M-V/def2-TZVPD) on a structure of composition C10H23CaNO9P2 in a non-equilibrium geometry.

```
46
Properties=species:S:1:pos:R:3:forces:R:3
Ca -0.447705 0.260333 -2.016768 -0.8 0.1 -1.6
P -2.987514 -2.797299 -3.949872 1.5 -1.7 1.2
O -3.284087 -1.333007 -3.771679 -2.1 2.2 1.3
O -1.808434 -3.027464 -2.967550 2.2 0.3 1.9
O -2.327720 -2.740984 -5.309985 -0.2 -1.5 -2.4
O -3.918558 -3.968105 -3.527399 -0.8 1.1 -1.4
P 0.133898 3.517491 -5.050705 -2.0 -1.0 -0.1
O 0.385989 2.009756 -5.232882 0.8 -1.1 -0.2
O -0.097900 3.606434 -3.491589 0.7 1.0 -0.4
O -1.176080 3.780030 -5.858375 -1.0 0.0 0.5
O 1.074032 4.426981 -5.837470 1.7 0.6 1.1
C -5.433161 0.304615 2.825885 -1.1 -0.9 -0.4
C -4.756667 1.327997 3.652760 0.9 -0.6 -0.7
C -3.273689 0.863703 3.350219 -0.6 2.3 -0.1
O -3.190944 0.477694 1.930916 -1.2 0.7 2.5
C -4.547981 0.192531 1.545132 -0.7 -0.7 0.5
H -6.472041 0.611976 2.706030 -0.2 -0.1 -0.8
H -5.504560 -0.625444 3.389796 0.3 -0.4 -0.2
H -5.101731 1.375908 4.685596 0.4 -0.4 0.3
H -5.101557 2.266421 3.218582 1.0 0.5 -0.1
H -2.950105 0.108984 4.067010 -0.1 -0.4 -0.4
H -2.710902 1.769460 3.576015 0.9 -0.2 -0.6
H -4.584151 -0.816611 1.134736 0.0 0.0 -0.1
H -4.912704 0.857817 0.762538 0.3 0.3 0.0
C 3.066784 1.882307 1.222385 -0.7 0.7 -0.3
C 3.114098 0.382282 1.366586 0.4 0.1 0.6
N 3.026261 -0.503517 0.196404 0.6 -1.6 1.8
C 3.156960 -1.895868 0.799862 -1.4 0.6 -0.3
C 1.964864 -2.226726 1.678817 -0.5 -0.8 -0.1
C 4.198625 -0.276795 -0.584960 0.8 0.3 -2.7
C 4.336498 -1.210332 -1.858248 -0.6 0.3 1.1
H 3.770508 2.338097 0.525872 0.1 -0.3 -0.1
H 3.271043 2.319688 2.199663 0.1 0.0 0.2
H 2.082029 2.264557 0.953620 -0.1 -0.2 -0.2
H 4.079016 0.191874 1.836454 0.7 -0.3 0.2
H 2.422036 0.071165 2.149115 -0.3 0.3 -0.5
H 3.206969 -2.661532 0.025678 -0.1 0.3 -0.3
H 4.047444 -2.052423 1.408660 0.7 0.6 0.0
H 1.043788 -2.279484 1.098361 0.0 0.4 -0.1
H 2.083223 -3.242301 2.056577 0.2 -0.2 0.2
H 1.790137 -1.593868 2.548902 0.1 0.0 -0.2
H 5.113995 -0.331132 0.004303 0.4 -0.3 0.5
H 4.193991 0.755469 -0.934977 -0.2 0.1 -0.1
H 3.356660 -1.306288 -2.326029 -0.1 -0.1 0.1
H 4.674135 -2.195722 -1.537118 0.0 -0.1 -0.1
H 4.995205 -0.878668 -2.660868 0.2 0.4 0.4
```
Positions in Å, forces in eV/Å.

Summary:
E in eV: -67662.814
Net charge: -4
Frontier orbital gap in eV: 1.61

---

[2]
ORCA calculation (ωB97M-V/def2-TZVPD) on the ion C7H10N2 with charge +2 in a non-equilibrium geometry.

```
19
Properties=species:S:1:pos:R:3:forces:R:3
C -0.000511 0.093013 0.216150 -1.4 2.2 -2.4
C -0.369739 -0.402758 1.357993 0.5 1.9 -3.0
C -0.249318 0.968541 -1.048981 0.5 -2.0 1.2
C -1.023039 2.036770 -2.721644 1.9 0.4 0.0
C 0.276273 1.432594 -2.302761 -2.3 1.0 2.8
C -1.261951 -0.774891 2.339023 -4.9 0.6 -0.4
C 1.710096 -1.597520 0.718501 3.2 -3.6 1.7
N -1.314303 0.991751 -1.831965 -0.6 -1.0 2.2
N 1.092964 -0.368011 1.055047 -0.9 -0.5 -0.8
H -1.074652 3.045903 -2.535778 -0.7 2.2 1.7
H -1.351588 1.910754 -3.673815 -0.9 -0.9 -2.9
H 0.774947 0.847397 -2.942444 2.5 -2.2 -2.2
H -1.741806 0.127619 2.797084 0.4 -0.5 -0.2
H -0.833973 -1.334635 3.045473 1.8 -2.1 3.1
H -2.172762 -1.404780 1.976737 1.6 1.1 0.0
H 2.439894 -1.989821 1.542159 -1.0 1.5 -1.0
H 1.018678 -2.468331 0.837645 0.1 0.9 -1.3
H 2.378824 -1.462558 -0.153467 -0.9 -0.6 0.1
H 1.701969 0.348963 1.325045 1.0 1.4 1.5
```
Positions in Å, forces in eV/Å.

Summary:
E in eV: -10375.585
Net charge: +2
Frontier orbital gap in eV: 9.37
SMILES: CC1=C(C2=[N+]3C[C@@H]23)[N@@H+]1C

---

> The lowest frontier orbital gap belongs to which entry?

C10H23CaNO9P2

---

Repeat the first record exactly.
ORCA calculation (ωB97M-V/def2-TZVPD) on a structure of composition C10H23CaNO9P2 in a non-equilibrium geometry.

```
46
Properties=species:S:1:pos:R:3:forces:R:3
Ca -0.447705 0.260333 -2.016768 -0.8 0.1 -1.6
P -2.987514 -2.797299 -3.949872 1.5 -1.7 1.2
O -3.284087 -1.333007 -3.771679 -2.1 2.2 1.3
O -1.808434 -3.027464 -2.967550 2.2 0.3 1.9
O -2.327720 -2.740984 -5.309985 -0.2 -1.5 -2.4
O -3.918558 -3.968105 -3.527399 -0.8 1.1 -1.4
P 0.133898 3.517491 -5.050705 -2.0 -1.0 -0.1
O 0.385989 2.009756 -5.232882 0.8 -1.1 -0.2
O -0.097900 3.606434 -3.491589 0.7 1.0 -0.4
O -1.176080 3.780030 -5.858375 -1.0 0.0 0.5
O 1.074032 4.426981 -5.837470 1.7 0.6 1.1
C -5.433161 0.304615 2.825885 -1.1 -0.9 -0.4
C -4.756667 1.327997 3.652760 0.9 -0.6 -0.7
C -3.273689 0.863703 3.350219 -0.6 2.3 -0.1
O -3.190944 0.477694 1.930916 -1.2 0.7 2.5
C -4.547981 0.192531 1.545132 -0.7 -0.7 0.5
H -6.472041 0.611976 2.706030 -0.2 -0.1 -0.8
H -5.504560 -0.625444 3.389796 0.3 -0.4 -0.2
H -5.101731 1.375908 4.685596 0.4 -0.4 0.3
H -5.101557 2.266421 3.218582 1.0 0.5 -0.1
H -2.950105 0.108984 4.067010 -0.1 -0.4 -0.4
H -2.710902 1.769460 3.576015 0.9 -0.2 -0.6
H -4.584151 -0.816611 1.134736 0.0 0.0 -0.1
H -4.912704 0.857817 0.762538 0.3 0.3 0.0
C 3.066784 1.882307 1.222385 -0.7 0.7 -0.3
C 3.114098 0.382282 1.366586 0.4 0.1 0.6
N 3.026261 -0.503517 0.196404 0.6 -1.6 1.8
C 3.156960 -1.895868 0.799862 -1.4 0.6 -0.3
C 1.964864 -2.226726 1.678817 -0.5 -0.8 -0.1
C 4.198625 -0.276795 -0.584960 0.8 0.3 -2.7
C 4.336498 -1.210332 -1.858248 -0.6 0.3 1.1
H 3.770508 2.338097 0.525872 0.1 -0.3 -0.1
H 3.271043 2.319688 2.199663 0.1 0.0 0.2
H 2.082029 2.264557 0.953620 -0.1 -0.2 -0.2
H 4.079016 0.191874 1.836454 0.7 -0.3 0.2
H 2.422036 0.071165 2.149115 -0.3 0.3 -0.5
H 3.206969 -2.661532 0.025678 -0.1 0.3 -0.3
H 4.047444 -2.052423 1.408660 0.7 0.6 0.0
H 1.043788 -2.279484 1.098361 0.0 0.4 -0.1
H 2.083223 -3.242301 2.056577 0.2 -0.2 0.2
H 1.790137 -1.593868 2.548902 0.1 0.0 -0.2
H 5.113995 -0.331132 0.004303 0.4 -0.3 0.5
H 4.193991 0.755469 -0.934977 -0.2 0.1 -0.1
H 3.356660 -1.306288 -2.326029 -0.1 -0.1 0.1
H 4.674135 -2.195722 -1.537118 0.0 -0.1 -0.1
H 4.995205 -0.878668 -2.660868 0.2 0.4 0.4
```
Positions in Å, forces in eV/Å.

Summary:
E in eV: -67662.814
Net charge: -4
Frontier orbital gap in eV: 1.61